Density functional theory data (ωB97M-V/def2-TZVPD) for 3 unconnected molecules or ions with the total composition C3H13NO2 in a non-equilibrium geometry.

Atoms and positions in Å:
C  0.00740  -1.42492  0.76269
C  1.04111  -0.31345  0.89997
C  1.74113  -0.01760  -0.44163
N  0.49413  0.92764  1.45006
H  0.41580  -2.28575  0.24378
H  -0.28805  -1.77221  1.76320
H  -0.93616  -1.09387  0.33072
H  1.84083  -0.71031  1.53131
H  2.26225  0.93908  -0.26833
H  2.50648  -0.72818  -0.73292
H  1.09027  0.29300  -1.26257
H  -0.47805  0.89146  1.70075
H  0.66220  1.64777  0.75280
H  -3.08863  0.80634  1.61123
H  -2.22177  2.04481  1.47658
O  -3.14432  1.74697  1.51334
H  -0.22570  0.21616  -3.33265
H  -0.71782  -0.81561  -4.39281
O  -0.96108  -0.35134  -3.60550

Output
Kohn-Sham gap	10.1	eV
E_HOMO	-9.471	eV
relative energy (zero: lowest compared OMol25 entry of this formula, charge and spin)	0.929	eV
molecular weight	95.14	g mol⁻¹
electronic energy	-327.30774	a.u.
spin multiplicity	1
max |F|	1.8	eV Å⁻¹

Charges per atom according to natural (NBO) partitioning, unit e:
1 C -0.6190
2 C -0.0459
3 C -0.6163
4 N -0.8359
5 H 0.2168
6 H 0.2045
7 H 0.2042
8 H 0.1711
9 H 0.2001
10 H 0.2192
11 H 0.1929
12 H 0.3473
13 H 0.3576
14 H 0.4659
15 H 0.4633
16 O -0.9264
17 H 0.4705
18 H 0.4714
19 O -0.9413



Density functional theory data (ωB97M-V/def2-TZVPD) for 3 unconnected molecules or ions with the total composition C3H13NO2 in a non-equilibrium geometry.

Atoms and positions in Å:
C  1.01969  -1.46993  -1.21157
C  0.10771  -1.21833  -0.01521
N  -1.08463  -0.47335  -0.40575
C  -2.10774  -0.49850  0.63827
H  0.73636  -0.88960  -2.09056
H  0.93753  -2.51010  -1.56127
H  2.07356  -1.35211  -1.00149
H  0.64409  -0.64829  0.74922
H  -0.15892  -2.17796  0.45503
H  -1.47937  -0.96205  -1.19726
H  -1.73153  -0.39972  1.65216
H  -2.77870  0.35575  0.50575
H  -2.73025  -1.39941  0.62400
H  2.47341  2.02915  0.24699
H  1.61077  1.07968  -0.52461
O  2.51446  1.42710  -0.50462
H  0.59337  3.07547  1.70859
H  -0.30754  3.10245  0.48826
O  -0.33226  2.92975  1.44408

Output
Kohn-Sham gap	9.6	eV
E_HOMO	-9.054	eV
relative energy (zero: lowest compared OMol25 entry of this formula, charge and spin)	1.068	eV
molecular weight	95.14	g mol⁻¹
electronic energy	-327.30262	a.u.
spin multiplicity	1
max |F|	1.2	eV Å⁻¹

Charges per atom according to natural (NBO) partitioning, unit e:
1 C -0.6416
2 C -0.2260
3 N -0.6217
4 C -0.4231
5 H 0.2145
6 H 0.2077
7 H 0.2284
8 H 0.1816
9 H 0.1631
10 H 0.3461
11 H 0.2008
12 H 0.1993
13 H 0.1703
14 H 0.4581
15 H 0.4730
16 O -0.9314
17 H 0.4606
18 H 0.4714
19 O -0.9312



Density functional theory data (ωB97M-V/def2-TZVPD) for 3 unconnected molecules or ions with the total composition C3H13NO2S in a non-equilibrium geometry.

Atoms and positions in Å:
C  1.80697  0.37288  2.52760
C  1.03040  0.46805  1.20225
C  0.82037  2.01649  0.88150
S  -0.56868  2.31114  -0.26184
N  -0.20654  -0.28588  1.33108
H  2.88100  0.39038  2.34201
H  1.64656  -0.61520  2.95426
H  1.56089  1.22086  3.16384
H  1.56048  0.10679  0.32440
H  0.70527  2.53666  1.82681
H  1.64464  2.32103  0.29758
H  -1.45345  3.05041  0.41859
H  -0.93878  0.29258  1.71645
H  -0.51225  -0.72083  0.48113
H  -1.24803  -2.48558  -4.98380
H  -0.30573  -2.55053  -3.90030
O  -0.43171  -2.96328  -4.76809
H  -2.78651  -1.15818  -1.46249
H  -2.67421  -2.60101  -1.87726
O  -2.53068  -1.70678  -2.21373

Output
Kohn-Sham gap	9.6	eV
E_HOMO	-9.157	eV
relative energy (zero: lowest compared OMol25 entry of this formula, charge and spin)	0.854	eV
molecular weight	127.21	g mol⁻¹
electronic energy	-725.49000	a.u.
spin multiplicity	1
max |F|	2.0	eV Å⁻¹

Charges per atom according to natural (NBO) partitioning, unit e:
1 C -0.6227
2 C -0.0533
3 C -0.5271
4 S -0.0764
5 N -0.8463
6 H 0.2105
7 H 0.2329
8 H 0.2003
9 H 0.1890
10 H 0.2180
11 H 0.2201
12 H 0.1310
13 H 0.3564
14 H 0.3674
15 H 0.4658
16 H 0.4669
17 O -0.9326
18 H 0.4723
19 H 0.4711
20 O -0.9432



Density functional theory data (ωB97M-V/def2-TZVPD) for 3 unconnected molecules or ions with the total composition C3H13NO2S in a non-equilibrium geometry.

Atoms and positions in Å:
C  -1.22105  -0.88660  -0.84575
N  -0.69288  -0.39108  0.42952
C  0.72920  -0.01909  0.31195
C  1.06805  1.15945  1.17867
S  2.74861  1.72369  0.74268
H  -1.10201  -0.10878  -1.60266
H  -0.69295  -1.75203  -1.22086
H  -2.30941  -1.01331  -0.80061
H  -0.77297  -1.15879  1.08869
H  0.92753  0.19277  -0.72470
H  1.31825  -0.88966  0.61158
H  1.01716  0.97538  2.25013
H  0.37063  1.99174  1.03760
H  3.13746  2.08434  1.94591
H  0.92111  -0.81213  -4.27531
H  1.19161  -2.11261  -3.51481
O  0.72270  -1.27090  -3.44166
H  -1.90314  0.59394  1.71887
H  -3.02125  0.54942  2.79340
O  -2.43665  1.14425  2.31732

Output
Kohn-Sham gap	9.5	eV
E_HOMO	-8.953	eV
relative energy (zero: lowest compared OMol25 entry of this formula, charge and spin)	0.690	eV
molecular weight	127.21	g mol⁻¹
electronic energy	-725.49603	a.u.
spin multiplicity	1
max |F|	1.3	eV Å⁻¹

Charges per atom according to natural (NBO) partitioning, unit e:
1 C -0.4130
2 N -0.6492
3 C -0.2403
4 C -0.5109
5 S -0.0586
6 H 0.2006
7 H 0.1789
8 H 0.2014
9 H 0.3530
10 H 0.2059
11 H 0.1842
12 H 0.2220
13 H 0.2232
14 H 0.1219
15 H 0.4738
16 H 0.4713
17 O -0.9429
18 H 0.4899
19 H 0.4595
20 O -0.9705



Density functional theory data (ωB97M-V/def2-TZVPD) for 3 unconnected molecules or ions with the total composition C3H13NO2S in a non-equilibrium geometry.

Atoms and positions in Å:
C  -0.39308  1.89899  -1.49261
C  -0.44829  0.54249  -0.79026
C  -1.43489  0.45730  0.35756
S  -1.12257  -0.87148  1.53097
N  -0.67549  -0.48066  -1.83347
H  0.12608  2.62377  -0.86796
H  0.24092  1.77432  -2.37752
H  -1.36064  2.17943  -1.91199
H  0.53567  0.32585  -0.43466
H  -2.40067  0.20500  -0.06984
H  -1.64213  1.40504  0.84413
H  -0.24767  -0.27481  2.34361
H  -1.32407  -0.20878  -2.55302
H  -1.04587  -1.34407  -1.44091
H  2.60597  0.27490  1.26204
H  2.44252  1.76758  0.90974
O  2.00985  1.02472  1.31465
H  1.34200  -1.57925  -1.08233
H  2.77161  -1.33386  -1.39861
O  2.21920  -1.68918  -0.69143

Output
Kohn-Sham gap	9.5	eV
E_HOMO	-8.889	eV
relative energy (zero: lowest compared OMol25 entry of this formula, charge and spin)	0.324	eV
molecular weight	127.21	g mol⁻¹
electronic energy	-725.50946	a.u.
spin multiplicity	1
max |F|	1.1	eV Å⁻¹

Charges per atom according to natural (NBO) partitioning, unit e:
1 C -0.6161
2 C -0.0853
3 C -0.5382
4 S -0.0492
5 N -0.8687
6 H 0.2166
7 H 0.2160
8 H 0.2034
9 H 0.2165
10 H 0.2176
11 H 0.2274
12 H 0.1386
13 H 0.3576
14 H 0.3603
15 H 0.4873
16 H 0.4692
17 O -0.9514
18 H 0.4830
19 H 0.4630
20 O -0.9476



Density functional theory data (ωB97M-V/def2-TZVPD) for 3 unconnected molecules or ions with the total composition C3H13NO2S in a non-equilibrium geometry.

Atoms and positions in Å:
C  1.70422  -0.63867  0.22439
C  1.42540  -0.09261  -1.23003
C  -0.01678  -0.35196  -1.58497
S  -0.43256  0.63530  -3.11172
N  1.25783  0.41776  1.16831
H  2.78568  -0.58153  0.37780
H  1.18031  -1.57597  0.39015
H  1.68344  0.95982  -1.17281
H  2.08484  -0.64941  -1.90361
H  -0.69924  -0.08273  -0.79643
H  -0.13648  -1.38099  -1.93644
H  0.46592  1.65056  -2.85614
H  1.93454  1.14656  1.28746
H  0.62180  0.16562  1.91187
H  -1.41366  0.47398  3.51763
H  -2.44494  0.34356  2.39501
O  -1.72750  -0.14654  2.84939
H  -3.47283  -0.09760  -0.14449
H  -2.21345  0.20851  0.62505
O  -2.58657  -0.40367  -0.01042

Output
Kohn-Sham gap	8.8	eV
E_HOMO	-8.401	eV
relative energy (zero: lowest compared OMol25 entry of this formula, charge and spin)	1.169	eV
molecular weight	127.21	g mol⁻¹
electronic energy	-725.47844	a.u.
spin multiplicity	1
max |F|	2.9	eV Å⁻¹

Charges per atom according to natural (NBO) partitioning, unit e:
1 C -0.2143
2 C -0.4135
3 C -0.4841
4 S -0.0950
5 N -0.9069
6 H 0.1819
7 H 0.2016
8 H 0.1985
9 H 0.2021
10 H 0.2325
11 H 0.2156
12 H 0.1174
13 H 0.3673
14 H 0.3880
15 H 0.4721
16 H 0.4604
17 O -0.9294
18 H 0.4702
19 H 0.4603
20 O -0.9247



Density functional theory data (ωB97M-V/def2-TZVPD) for 4 unconnected molecules or ions with the total composition C3H13NO3 in a non-equilibrium geometry.

Atoms and positions in Å:
N  -2.04946  0.11329  -1.10781
C  -1.16661  -0.82811  -0.34528
C  0.88518  0.02560  0.85841
C  0.18437  -0.23500  -0.24233
H  -2.04511  -0.05630  -2.08831
H  -2.97393  0.18947  -0.74010
H  -1.25369  -1.76407  -0.90116
H  -1.69860  -0.95418  0.60228
H  1.63256  0.76294  1.10554
H  0.38071  -0.37256  1.75178
H  0.72411  -0.18452  -1.18187
H  -3.14153  -5.15710  0.87782
H  -2.79428  -4.08807  -0.11455
O  -2.47668  -4.50906  0.69050
H  4.07408  3.34630  3.61079
H  4.70727  2.61980  2.32537
O  4.02211  2.61470  3.01422
H  0.71993  2.29110  -3.64299
H  -0.37787  2.30087  -2.64947
O  0.52147  2.68359  -2.78802

Output
Kohn-Sham gap	9.9	eV
E_HOMO	-9.245	eV
relative energy (zero: lowest compared OMol25 entry of this formula, charge and spin)	2.180	eV
molecular weight	111.14	g mol⁻¹
electronic energy	-402.50033	a.u.
spin multiplicity	1
max |F|	2.8	eV Å⁻¹

Charges per atom according to natural (NBO) partitioning, unit e:
1 N -0.8559
2 C -0.2622
3 C -0.3863
4 C -0.1752
5 H 0.3505
6 H 0.3658
7 H 0.1783
8 H 0.1993
9 H 0.2237
10 H 0.1727
11 H 0.1890
12 H 0.4658
13 H 0.4647
14 O -0.9301
15 H 0.4762
16 H 0.4795
17 O -0.9551
18 H 0.4585
19 H 0.4714
20 O -0.9306